Formula: C19H29BCdClN5O5S
Source: OMol25
Level of theory: wB97M-V/def2-TZVPD

Its charge is 0. Its HOMO energy is -7.36 eV. Its energy above the lowest of the compared OMol25 structures with the same formula, charge and spin is 8.9 kJ/mol. The total energy comes out at -2442.1097 hartree. The value obtained for the LUMO energy is 0.4 eV.

```
62
Properties=species:S:1:pos:R:3:nbo_charge:R:1
Cd 0.304 0.150 0.081 1.684
C -1.748 1.737 -1.815 -0.239
C -0.903 0.903 -2.748 -0.229
N 0.456 0.731 -2.233 -0.699
C 1.291 1.966 -2.379 -0.291
C 1.388 2.785 -1.049 0.186
C 1.588 4.262 -1.159 -0.250
C 1.387 5.148 -0.151 -0.210
C 0.883 4.861 1.265 0.305
C 2.159 3.222 1.572 0.581
C -1.898 1.681 3.246 0.356
N -2.489 0.703 2.499 -0.622
C -3.475 1.040 1.474 -0.224
C -2.907 1.842 0.302 -0.237
N -2.004 1.049 -0.549 -0.676
N 1.275 2.178 0.059 -0.791
H -2.686 1.988 -2.328 0.183
H -1.250 2.684 -1.584 0.216
H -0.906 1.372 -3.739 0.188
H -1.346 -0.092 -2.857 0.205
H 0.920 -0.061 -2.659 0.401
H 0.897 2.586 -3.191 0.184
H 2.308 1.675 -2.649 0.228
H 1.927 4.662 -2.111 0.208
H 1.616 6.195 -0.327 0.213
H 1.461 5.455 1.987 0.137
H -2.300 2.687 3.152 0.184
H -0.798 1.667 4.809 0.503
H -2.560 -0.194 2.953 0.426
H -4.304 1.601 1.917 0.196
H -3.898 0.112 1.088 0.219
H -2.377 2.736 0.640 0.226
H -3.774 2.181 -0.285 0.181
H -2.455 0.161 -0.763 0.373
O 3.163 2.756 1.882 -0.547
Cl -0.114 2.064 2.396 0.620
O -1.614 1.248 4.509 -0.680
O 0.618 0.645 2.545 -0.912
O -0.315 4.528 1.568 -0.706
C 2.613 -2.031 1.644 -0.837
S 3.139 -1.953 -0.062 1.279
O 2.431 -0.747 -0.628 -1.049
C 2.340 -3.400 -0.740 -0.304
C 1.390 -4.175 -0.092 -0.133
C 0.835 -5.262 -0.752 -0.213
C 1.225 -5.569 -2.047 -0.185
C 2.179 -4.792 -2.693 -0.215
C 2.743 -3.711 -2.037 -0.192
H 1.525 -2.030 1.719 0.251
H 3.002 -1.125 2.108 0.266
H 3.047 -2.913 2.113 0.242
H 1.049 -3.941 0.906 0.225
H 0.080 -5.853 -0.251 0.240
H 0.783 -6.416 -2.555 0.220
H 2.487 -5.032 -3.702 0.218
H 3.496 -3.104 -2.526 0.220
B -2.297 -3.907 0.798 -0.588
C -1.388 -2.652 0.510 0.404
N -0.712 -1.736 0.308 -0.765
H -3.214 -3.527 1.495 0.011
H -2.678 -4.333 -0.269 0.014
H -1.594 -4.706 1.384 0.004
```